93
Properties=species:S:1:pos:R:3:forces:R:3 method="wB97M-V/def2-TZVPD" charge=+3 de_lowest_kj_mol=64.3 spin_multiplicity=2 s_squared=0.77
Yb -0.487 -0.114 -1.961 0.7728 0.4729 0.7679
P -0.984 -3.287 -0.231 0.0767 -1.0434 1.0881
P 2.630 -0.965 1.261 0.4047 0.4629 0.6564
P 2.235 -1.581 -1.908 0.4820 0.0463 -0.5287
H -2.182 3.133 -5.998 -0.3796 -0.3515 -0.1750
C -2.361 2.176 -6.506 -0.3959 -0.5068 0.2255
C -2.818 1.102 -5.816 0.4513 0.8628 -1.0814
H -3.134 1.202 -4.769 0.1798 0.0045 -0.3317
C -2.390 -2.513 0.574 -0.3613 0.6535 -0.0474
C 0.041 -4.066 1.028 0.4655 -0.2926 0.2521
C -1.575 -4.572 -1.326 -0.0027 0.0715 -0.1914
C 3.940 0.350 1.162 -0.0769 -0.2836 -0.1074
C 2.469 -0.884 3.080 -0.3272 -0.0443 -0.0822
C 3.652 -2.491 1.189 -0.0040 0.1332 0.0614
C 1.459 -1.303 -3.567 0.3221 -0.3981 -0.3750
C 2.539 -3.399 -2.027 -0.1479 0.1211 -0.0092
C 3.947 -0.977 -2.347 -0.1362 0.1905 0.1244
H -2.127 2.211 -7.594 -0.1899 -0.4864 0.9694
H -2.886 0.108 -6.269 -0.2959 0.4480 0.0555
H -2.857 -1.768 -0.094 0.0341 -0.1622 0.3180
H -2.162 -2.013 1.533 0.1410 -0.1916 -0.5922
H -3.164 -3.272 0.778 0.4044 -0.0306 -0.1982
H 0.322 -3.434 1.879 -0.0655 0.2920 -0.4312
H 0.946 -4.534 0.616 -0.2404 0.2535 -0.0735
H -0.546 -4.884 1.464 -0.1837 0.0771 -0.2210
H -2.500 -4.234 -1.813 0.2254 -0.2072 -0.0081
H -1.768 -5.491 -0.750 0.0339 0.3513 -0.2165
H -0.791 -4.751 -2.067 -0.2346 -0.2500 -0.0393
H 4.687 0.146 1.939 -0.0348 0.1282 -0.2412
H 3.473 1.326 1.358 0.2283 -0.2376 0.0061
H 4.417 0.379 0.176 -0.0295 0.0885 0.2451
H 3.447 -0.946 3.564 -0.1525 -0.0413 -0.0020
H 1.807 -1.681 3.422 0.1814 -0.0338 0.1710
H 1.970 0.051 3.332 0.2699 -0.0790 0.1465
H 4.324 -2.453 2.050 0.1240 -0.2523 -0.2002
H 4.234 -2.567 0.267 -0.0182 -0.0783 0.1874
H 2.989 -3.357 1.290 0.2652 0.0306 -0.0282
H 2.194 -1.702 -4.280 -0.5245 0.1856 -0.2691
H 1.293 -0.241 -3.822 0.1709 -0.2729 0.0266
H 0.530 -1.892 -3.697 0.1184 0.0613 -0.1015
H 3.050 -3.593 -2.982 -0.1748 -0.1367 0.2984
H 1.583 -3.940 -2.000 0.2559 -0.0294 -0.0989
H 3.166 -3.750 -1.196 -0.2335 0.1637 -0.3193
H 4.235 -1.443 -3.316 -0.1257 0.3063 0.6203
H 4.679 -1.274 -1.569 -0.4572 0.2113 -0.4472
H 3.941 0.130 -2.442 0.1104 -0.7712 0.0404
C 1.442 2.181 -2.663 0.5018 0.6018 0.2498
C 0.138 2.169 -3.223 0.7763 -1.4525 -0.5022
C 0.091 1.767 -4.560 -1.3888 0.8361 0.0597
C 1.148 2.029 -5.437 0.7393 -0.0733 0.3291
C 2.387 2.395 -4.905 -0.0078 0.2378 -0.7091
C 2.558 2.374 -3.518 -0.1101 -0.5497 0.5655
Se 1.696 1.444 -0.913 0.0456 0.6507 -0.8778
H -0.150 -2.452 -1.067 -0.4733 -0.0999 0.6967
H -0.793 2.332 -2.648 0.4194 -0.2193 -0.0243
H -0.853 1.338 -4.905 0.4178 0.7732 -0.3774
H 1.031 1.997 -6.519 -0.1330 -0.3703 0.2816
H 3.206 2.635 -5.618 -0.5110 -0.1867 0.8672
H 3.558 2.396 -3.072 -0.3567 0.2040 -0.1857
C -1.170 5.508 2.204 0.0241 -0.1119 -0.0120
C -0.250 5.019 1.277 0.0725 0.2125 -0.1015
C -0.125 3.649 1.071 -0.3334 -0.2266 0.3147
C -0.913 2.762 1.814 0.4354 0.1414 -0.8029
C -1.832 3.247 2.745 0.0310 0.2477 -0.0705
C -1.959 4.624 2.941 0.0780 -0.4811 -0.1364
As -0.720 0.816 1.554 -1.3708 0.9094 1.4481
C -0.414 0.493 3.489 0.7385 -0.8418 0.0404
C 0.144 1.462 4.335 -0.4114 0.1133 -0.5945
C 0.327 1.207 5.687 -0.0662 -0.2185 0.2330
C 0.028 -0.052 6.216 0.1428 0.1205 -0.5344
C -0.417 -1.061 5.356 0.0381 0.0338 0.1449
C -0.629 -0.796 4.008 0.0390 0.5719 0.0794
C -2.684 0.574 1.624 0.1703 -0.1354 0.0112
C -3.339 0.111 2.761 -0.2691 -0.1684 -0.0857
C -4.714 -0.118 2.737 -0.1343 0.1637 -0.3765
C -5.449 0.158 1.586 0.1599 -0.0372 -0.0553
C -4.798 0.673 0.458 -0.2332 0.0618 -0.2127
C -3.427 0.896 0.481 0.1998 -0.4907 0.3393
H -1.284 6.578 2.357 0.0983 -0.1727 -0.0554
H 0.382 5.699 0.705 -0.2258 -0.0675 0.1810
H 0.585 3.256 0.332 -0.2017 0.3450 0.3208
H -2.443 2.549 3.321 0.1466 0.3082 -0.1229
H -2.679 4.979 3.673 0.1553 0.0767 -0.1579
H 0.399 2.446 3.941 -0.0818 -0.2408 0.1561
H 0.695 2.013 6.322 -0.0315 -0.2928 -0.0761
H 0.179 -0.251 7.270 -0.0459 -0.0068 -0.0655
H -0.594 -2.065 5.735 -0.0246 0.2076 0.0134
H -1.008 -1.593 3.372 0.0515 0.0090 0.0182
H -2.817 -0.081 3.693 -0.0077 0.0533 -0.2824
H -5.196 -0.512 3.626 -0.0572 0.1172 -0.1080
H -6.522 -0.013 1.571 0.1783 0.0421 -0.0527
H -5.350 0.915 -0.453 -0.0214 -0.0410 0.3691
H -2.929 1.360 -0.377 -0.0888 0.0101 0.0170



101
Properties=species:S:1:pos:R:3:forces:R:3 method="wB97M-V/def2-TZVPD" charge=+2 energy_ha=-2150.78528 spin_multiplicity=1
Ir -0.118 -0.473 -0.226 0.8301 3.3550 2.3573
C 3.663 3.099 1.591 -0.1117 0.1021 -0.0004
C 3.156 1.721 1.348 0.1300 -0.3057 0.0577
C 3.849 0.529 1.473 -0.2126 0.0544 -0.0789
C 2.954 -0.496 1.161 0.1561 -0.1863 -0.0248
N 1.763 0.073 0.876 -1.6188 -0.0971 -0.8216
N 1.902 1.417 0.976 0.4489 0.4276 0.2129
B 0.755 2.406 0.724 -0.3597 -0.2359 -0.1828
N -0.491 1.983 1.511 0.2048 0.1836 0.2325
N -1.270 0.936 1.135 0.5770 -1.4760 -0.8845
C -2.395 0.970 1.853 -0.1647 0.0443 0.1816
C -2.315 2.056 2.737 0.2344 -0.0415 -0.1869
C -1.110 2.680 2.485 -0.4352 -0.2413 0.1516
C -0.554 3.907 3.118 0.0887 0.0358 -0.1378
C -3.610 0.077 1.736 -0.0424 -0.1819 0.0098
C -3.591 -0.799 0.485 0.0317 0.1388 0.0273
C -4.854 0.980 1.654 0.1155 -0.0167 -0.0086
C -3.724 -0.798 2.993 0.0197 0.0182 -0.1282
N 0.359 2.430 -0.762 0.3019 0.3307 -0.0642
N -0.423 1.470 -1.303 0.1898 -1.6533 -0.0413
C -0.819 1.876 -2.519 0.1532 0.2237 -0.0853
C -0.253 3.134 -2.755 -0.0005 -0.1159 0.1238
C 0.477 3.456 -1.625 -0.2044 -0.0434 -0.3875
C 1.240 4.706 -1.365 -0.0567 -0.0312 0.1553
C -1.720 1.137 -3.481 0.0474 -0.2508 0.0840
C -2.579 0.102 -2.750 0.0534 0.2266 -0.0678
C -0.842 0.458 -4.544 -0.0929 0.0741 0.0306
C -2.656 2.135 -4.176 0.1038 -0.0081 0.0118
C 3.296 -1.975 1.172 -0.1559 -0.1423 -0.0911
C 2.917 -2.618 -0.167 0.0831 0.0432 0.1078
C 2.555 -2.707 2.301 0.0456 0.0647 -0.0286
C 4.801 -2.147 1.404 -0.1064 0.1049 -0.0593
H 4.709 3.054 1.881 0.0090 -0.0114 -0.0075
H 3.576 3.722 0.702 0.0194 0.0169 0.0009
H 3.106 3.589 2.390 0.0140 0.0171 0.0056
H 4.881 0.428 1.755 0.0075 -0.0359 0.0326
H 1.101 3.486 1.056 0.0772 0.1166 0.0533
H -3.053 2.350 3.462 -0.0352 0.0682 -0.0260
H -1.204 4.225 3.929 0.0047 -0.0307 0.0228
H 0.446 3.731 3.514 0.0042 0.0386 0.0269
H -0.494 4.721 2.395 0.0295 0.0225 0.0256
H -3.739 -0.181 -0.397 -0.0081 -0.0514 -0.0404
H -2.654 -1.346 0.373 -0.1207 -0.0211 0.0083
H -4.405 -1.522 0.539 -0.0147 -0.0153 -0.0158
H -4.745 1.719 0.859 -0.0338 0.0187 -0.0142
H -5.731 0.370 1.440 -0.0158 -0.0119 0.0196
H -5.029 1.503 2.592 -0.0201 0.0309 0.0036
H -2.947 -1.560 3.009 -0.0587 -0.0129 0.0471
H -3.646 -0.197 3.899 0.0087 -0.0060 0.0322
H -4.693 -1.298 3.001 -0.0114 -0.0259 -0.0010
H -0.371 3.741 -3.635 -0.0554 0.0540 0.0183
H 1.212 5.327 -2.257 0.0283 0.0281 0.0126
H 0.799 5.267 -0.540 0.0506 0.0377 0.0005
H 2.281 4.498 -1.118 0.0126 0.0287 0.0087
H -2.024 -0.374 -1.942 -0.1671 -0.0715 -0.0735
H -3.456 0.587 -2.325 -0.0128 -0.0218 0.0702
H -2.921 -0.672 -3.438 -0.0188 -0.0095 -0.0186
H -0.257 -0.347 -4.102 -0.0146 0.0135 -0.0809
H -1.470 0.044 -5.334 0.0005 -0.0430 0.0032
H -0.158 1.179 -4.996 0.0269 -0.0154 -0.0221
H -3.157 2.774 -3.448 -0.0152 0.0058 -0.0097
H -2.117 2.765 -4.884 -0.0197 0.0466 0.0036
H -3.418 1.587 -4.731 0.0097 -0.0008 -0.0416
H 1.851 -2.493 -0.354 0.0175 -0.1162 -0.0172
H 3.486 -2.166 -0.983 -0.0084 -0.0060 -0.0275
H 3.143 -3.685 -0.140 -0.0012 -0.0184 0.0121
H 1.514 -2.866 2.039 0.0582 -0.0607 0.0479
H 3.011 -3.684 2.463 0.0160 -0.0148 -0.0201
H 2.609 -2.149 3.236 0.0177 -0.0214 0.0384
H 5.386 -1.635 0.639 0.0356 -0.0002 0.0030
H 5.091 -1.768 2.384 0.0567 -0.0312 0.0069
H 5.047 -3.208 1.366 0.0122 -0.0074 0.0067
N 2.683 -1.084 -3.610 -0.0579 -0.1017 0.0018
C 3.331 0.059 -3.223 -0.0613 0.2009 0.1643
C 2.633 0.547 -2.156 0.2149 0.1968 0.0856
N 1.586 -0.284 -1.897 -0.6501 -1.2004 0.2992
C 1.632 -1.257 -2.781 0.3793 0.3238 -0.0941
C 0.591 -2.245 -2.783 -0.2199 -0.3686 0.0312
N -0.378 -2.183 -1.884 -0.1094 0.5105 0.1612
C -1.275 -3.165 -2.211 -0.1317 -0.1797 -0.2184
C -0.826 -3.839 -3.305 -0.1812 -0.0437 0.1420
N 0.358 -3.247 -3.654 0.0867 0.1013 0.0381
H 2.980 -1.678 -4.368 -0.0714 -0.0180 -0.0213
H 4.207 0.429 -3.724 0.0114 -0.0326 -0.0292
H 2.817 1.432 -1.572 0.0375 -0.0215 0.0118
H -2.194 -3.318 -1.672 -0.0172 0.0234 0.0110
H -1.243 -4.668 -3.849 0.0184 -0.0146 -0.0273
H 0.941 -3.533 -4.424 0.0060 0.0319 -0.0141
N 0.125 -0.487 3.246 -0.1021 -0.1767 -0.0090
C -0.398 -1.666 2.853 0.1679 0.3040 -0.0171
C -0.781 -2.617 3.822 -0.0835 -0.2079 -0.0937
C -1.307 -3.818 3.431 0.1234 0.1797 0.0641
C -1.449 -4.083 2.064 -0.0375 0.0879 -0.1398
C -1.065 -3.117 1.177 -0.1036 -0.4255 0.0594
N -0.554 -1.921 1.537 0.5487 0.4356 -1.2996
H 0.382 -0.369 4.210 -0.0219 0.0244 0.0113
H 0.556 0.102 2.556 0.0245 0.0501 0.1792
H -0.656 -2.369 4.867 0.0133 0.0130 0.0081
H -1.611 -4.552 4.164 0.0246 0.0094 0.0495
H -1.859 -5.016 1.707 0.0209 -0.0146 -0.0239
H -1.149 -3.294 0.118 0.0333 0.0291 0.1105



110
Properties=species:S:1:pos:R:3:forces:R:3 method="wB97M-V/def2-TZVPD" de_lowest_kj_mol=0.0 spin_multiplicity=6 s_squared=8.81
Pd -0.894 0.293 -1.830 -0.1991 -0.2806 -0.3014
S -0.724 -6.951 -2.843 0.0005 -0.0141 0.0258
C -0.758 -5.326 -2.737 -0.0102 0.0201 -0.0251
S 0.660 -4.340 -2.606 -0.0099 -0.0085 0.0159
C -0.122 -2.785 -2.480 0.0410 -0.0111 -0.0649
C -1.522 -2.810 -2.568 -0.0350 -0.0226 -0.0595
S -2.524 -1.458 -2.521 -0.0039 -0.0361 0.0717
S -2.224 -4.395 -2.760 -0.0033 -0.0027 0.0282
S 0.822 -1.407 -2.318 0.0972 0.1311 0.0295
C 3.863 2.219 1.039 -0.0047 0.0039 -0.0006
N 3.344 1.605 -0.169 0.0467 0.0249 -0.0266
C 4.187 0.556 -0.725 0.0013 0.0075 -0.0009
P 2.266 2.345 -1.175 0.0954 -0.0037 -0.0366
O 1.694 1.408 -2.154 0.0176 -0.0374 0.0386
O 1.268 2.963 -0.070 -0.0213 0.0127 0.0244
P -0.163 3.646 -0.447 -0.0335 -0.1038 0.0514
O -0.749 3.013 -1.642 0.0853 0.0516 -0.0889
N -0.903 3.534 1.016 -0.0233 -0.0022 -0.0301
C -2.298 3.980 1.003 0.0100 0.0118 0.0123
C -0.606 2.523 2.025 0.0128 -0.0094 0.0256
N 0.081 5.250 -0.668 -0.1057 0.0359 0.0146
C -0.138 5.879 -1.957 0.0720 0.0269 -0.0266
C 0.424 6.152 0.415 0.0293 0.0004 0.0021
N 2.856 3.696 -1.918 -0.1047 0.0564 -0.0016
C 3.367 4.826 -1.163 0.0216 0.0007 0.0072
C 3.312 3.644 -3.300 0.0453 -0.0337 -0.0031
H 4.058 1.438 1.779 -0.0071 -0.0043 0.0033
H 3.134 2.907 1.462 -0.0018 0.0007 -0.0026
H 4.801 2.759 0.863 0.0027 -0.0073 0.0010
H 4.352 -0.212 0.035 0.0079 0.0038 -0.0043
H 5.165 0.939 -1.040 -0.0020 0.0004 0.0001
H 3.689 0.094 -1.575 -0.0016 -0.0010 -0.0012
H -2.415 4.814 0.308 -0.0003 0.0002 -0.0043
H -2.570 4.326 2.001 -0.0011 0.0000 0.0036
H -2.972 3.181 0.686 -0.0016 0.0105 0.0040
H 0.470 2.420 2.149 0.0142 -0.0041 -0.0008
H -1.024 1.543 1.784 0.0224 0.0224 0.0144
H -1.022 2.866 2.975 -0.0059 0.0019 0.0005
H -0.445 5.124 -2.672 -0.0140 -0.0176 -0.0184
H 0.777 6.357 -2.320 0.0049 0.0067 -0.0040
H -0.921 6.640 -1.887 -0.0009 0.0016 0.0033
H 0.690 5.594 1.310 -0.0054 -0.0039 -0.0032
H -0.415 6.812 0.659 -0.0002 0.0019 -0.0044
H 1.274 6.777 0.127 0.0041 -0.0007 -0.0001
H 2.968 4.827 -0.151 -0.0069 -0.0030 0.0026
H 3.064 5.759 -1.646 0.0033 -0.0039 -0.0053
H 4.461 4.814 -1.107 0.0005 -0.0018 -0.0025
H 2.936 2.742 -3.775 0.0173 0.0146 0.0220
H 4.406 3.649 -3.354 0.0034 -0.0034 0.0032
H 2.937 4.513 -3.848 -0.0017 0.0039 -0.0026
C -3.718 0.198 1.160 0.0254 0.0132 0.0437
C -2.647 0.385 0.114 0.1780 0.0078 -0.1331
O -2.855 1.201 -0.827 -0.0034 -0.1462 0.0621
N -1.469 -0.250 0.159 -0.2676 0.2998 0.2933
Te -1.557 -2.330 0.948 -0.0020 -0.0601 -0.0031
C -0.919 -4.448 0.917 -0.0355 0.0365 0.0288
C -1.955 -5.391 0.913 0.0109 -0.0173 -0.0342
C -3.416 -5.014 0.900 0.0004 -0.0058 0.0085
C -1.625 -6.744 0.918 -0.0172 0.0093 -0.0395
C -0.308 -7.176 0.900 0.0196 0.0009 -0.0033
C 0.029 -8.640 0.843 0.0010 -0.0144 0.0044
C 0.698 -6.219 0.879 -0.0114 -0.0182 -0.0245
C 0.417 -4.857 0.876 0.0005 0.0177 -0.0083
C 1.563 -3.885 0.817 0.0217 -0.0093 0.0138
C -0.348 -1.845 2.615 0.0657 -0.0013 -0.0041
C -0.727 -2.367 3.859 0.0054 -0.0042 -0.0023
C -1.897 -3.298 4.043 0.0074 -0.0126 0.0034
C 0.031 -2.045 4.983 -0.0313 0.0345 0.0060
C 1.142 -1.221 4.906 0.0110 0.0057 0.0079
C 1.938 -0.867 6.132 0.0061 -0.0014 0.0038
C 1.504 -0.730 3.660 -0.0014 -0.0084 -0.0050
C 0.789 -1.032 2.504 -0.0378 0.0232 -0.0214
C 1.317 -0.484 1.207 0.0130 -0.0846 0.0550
H -4.416 1.031 1.111 -0.0042 0.0025 0.0084
H -3.292 0.122 2.162 0.0051 -0.0142 -0.0103
H -4.266 -0.726 0.962 -0.0036 0.0079 -0.0152
H -3.649 -4.300 0.109 0.0022 -0.0009 -0.0266
H -3.725 -4.562 1.846 0.0107 0.0102 -0.0050
H -4.028 -5.900 0.735 0.0007 -0.0001 0.0131
H -2.425 -7.477 0.908 0.0026 -0.0031 0.0043
H -0.855 -9.256 1.009 -0.0003 0.0021 0.0030
H 0.776 -8.904 1.593 0.0035 0.0052 -0.0030
H 0.438 -8.898 -0.136 -0.0037 0.0067 -0.0023
H 1.735 -6.539 0.837 -0.0034 -0.0015 0.0025
H 2.446 -4.366 0.395 0.0012 -0.0091 0.0187
H 1.820 -3.514 1.812 -0.0156 0.0114 -0.0085
H 1.320 -3.024 0.195 0.0080 -0.0257 -0.0119
H -2.747 -3.015 3.422 -0.0064 0.0275 0.0195
H -2.222 -3.299 5.083 0.0220 -0.0199 0.0074
H -1.623 -4.320 3.771 -0.0128 0.0066 -0.0293
H -0.265 -2.452 5.944 0.0031 0.0005 0.0004
H 1.598 -1.430 7.001 -0.0014 -0.0016 -0.0024
H 1.846 0.196 6.365 -0.0042 0.0006 -0.0035
H 2.999 -1.078 5.985 -0.0007 0.0006 -0.0023
H 2.387 -0.104 3.571 0.0011 -0.0009 0.0026
H 1.050 0.563 1.080 -0.0225 0.0400 0.0130
H 0.931 -1.004 0.336 0.0124 0.0043 0.0292
H 2.406 -0.555 1.196 -0.0309 -0.0063 0.0161
C -4.189 1.071 -5.024 0.0470 0.0113 -0.0278
S -3.857 2.790 -4.599 0.0271 0.0536 0.0224
C -2.206 3.132 -4.936 0.0654 -0.0837 0.0961
C -1.065 2.305 -4.956 -0.0245 0.0714 0.0698
S -0.953 0.660 -4.761 -0.0932 0.0753 -0.0704
S 0.434 3.192 -5.184 -0.0219 -0.0513 0.0095
C -0.197 4.783 -5.315 -0.0410 -0.0008 -0.3017
S 0.683 6.120 -5.644 0.0223 0.0203 0.1664
S -1.929 4.828 -5.175 -0.0288 -0.0051 0.0358
H -5.278 1.031 -5.073 0.0230 -0.0121 0.0119
H -3.818 0.391 -4.268 0.0348 -0.0236 0.0555
H -3.767 0.824 -5.993 0.0168 0.0013 -0.0230